ORCA calculation (ωB97M-V/def2-TZVPD) on a structure of composition C19H27Cl2N2O2SScSe2.

```
56
Properties=species:S:1:pos:R:3:lowdin_charge:R:1
Sc -1.04486 0.17519 0.45590 0.349
O -0.91944 4.03008 1.78203 -0.084
C -1.02695 2.82561 2.51668 -0.244
C -2.47039 2.43636 2.85013 -0.570
C -3.03399 3.49452 3.82558 -0.225
O -3.14193 4.79191 3.28153 -0.053
C -3.40821 2.38534 1.62749 -0.493
Se -2.64941 2.08097 -0.18684 0.585
C -2.46902 1.12181 3.63819 -0.517
Se -2.12580 -0.56676 2.66182 0.593
H -1.26816 3.84332 0.89241 0.018
H -0.47041 2.97578 3.44469 0.143
H -0.49184 2.01265 1.99562 0.065
H -2.40729 3.49826 4.72849 0.129
H -4.04210 3.19880 4.12724 0.131
H -2.32532 4.96644 2.79008 0.072
H -3.91793 3.34095 1.53499 0.058
H -4.14986 1.60283 1.77333 0.054
H -3.44712 0.97029 4.09238 0.061
H -1.72931 1.16218 4.43741 0.065
C 1.59859 -2.54531 -2.21154 -0.115
N 0.40411 -2.75260 -1.40302 -0.004
C -0.58028 -1.87822 -1.34741 -0.867
S -0.70834 -0.49840 -2.28151 0.737
N -1.53499 -2.04333 -0.33371 -0.144
C -1.56567 -3.22249 0.53780 -0.092
H 2.28370 -3.36696 -2.02119 0.088
H 2.07117 -1.60465 -1.93282 0.018
H 1.34158 -2.51635 -3.26857 0.074
H 0.39564 -3.52817 -0.76078 0.130
H -2.45167 -1.77434 -0.68251 0.125
H -1.71148 -4.14592 -0.02724 0.099
H -2.38601 -3.09144 1.23875 0.059
H -0.64691 -3.27361 1.12113 0.082
Cl 4.24257 -2.04550 -4.22345 0.527
C 4.62640 -0.34865 -3.85999 -0.977
Cl 3.37753 0.43367 -2.89324 0.610
H 4.71327 0.17579 -4.80353 0.025
H 5.55732 -0.32888 -3.30690 0.027
C 3.63735 3.42887 -0.35065 -0.087
C 2.26181 3.44179 -0.67062 -0.077
C 1.47865 2.36257 -0.38129 -0.067
C 2.01317 1.20162 0.24458 -0.225
C 1.17409 0.08946 0.58582 -0.206
C 1.79099 -0.99451 1.17013 -0.150
C 3.18568 -1.04592 1.41499 -0.088
C 3.96824 0.02843 1.11361 -0.046
C 3.39984 1.19113 0.53432 -0.202
C 4.19096 2.32736 0.23437 -0.053
H 4.24904 4.29352 -0.57376 0.101
H 1.82831 4.31679 -1.13787 0.107
H 0.42108 2.38190 -0.62999 0.066
H 1.20248 -1.85216 1.49561 0.073
H 3.62186 -1.92954 1.86638 0.098
H 5.03217 0.01735 1.32261 0.109
H 5.24823 2.30626 0.47413 0.109
```

Values from the calculation:
molar mass: 621.29 g/mol
gap between HOMO and LUMO: 7.7 eV
electronic energy: -7882.422281 Ha
E_LUMO: -0.112 eV
HOMO level: -7.84 eV